Entry from the OMol25 dataset: a 2-piece molecular cluster, C5H13NO overall at a distorted geometry (ωB97M-V/def2-TZVPD).

XYZ file:
```
20
Properties=species:S:1:pos:R:3:forces:R:3:mulliken_spin:R:1
C 2.3950 0.0447 -1.0566 -0.143 0.056 -0.325 0.004
C 0.9286 0.4943 -0.9356 0.047 -0.363 0.097 0.026
C 0.3703 0.2454 0.4175 -0.329 0.782 -0.853 0.045
C 0.6689 1.1196 1.4680 -0.104 -0.268 1.124 0.607
C -0.3970 -2.0274 -0.0435 -0.391 0.356 -1.091 -0.007
N -0.5105 -0.7226 0.6409 1.644 -1.044 1.519 0.259
H 3.0703 0.7153 -0.5414 0.160 0.026 0.176 -0.002
H 2.5311 -0.9776 -0.6983 0.015 0.109 0.073 -0.001
H 2.6572 0.0454 -2.1147 0.071 0.071 0.080 0.004
H 0.3438 -0.0635 -1.6529 -0.229 0.073 -0.233 -0.002
H 0.7701 1.5586 -1.1226 0.294 -0.052 -0.202 0.010
H 0.0534 1.1193 2.3672 0.056 -0.007 -0.156 0.015
H 1.5982 1.6588 1.5500 0.006 0.302 -0.482 0.029
H 0.5475 -2.5228 0.1844 -0.144 0.044 0.353 0.013
H -0.3980 -1.8393 -1.1132 -0.122 -0.119 -0.063 0.005
H -1.2578 -2.6473 0.1797 0.040 0.006 0.229 0.001
H -0.5854 -0.8446 1.6544 -0.780 -0.054 -0.224 -0.007
H -2.5432 0.2688 0.2308 -0.279 0.110 -0.011 0.001
H -3.2020 1.6474 0.1059 -0.152 0.051 0.013 0.000
O -2.8692 0.9083 -0.4107 0.340 -0.079 -0.021 0.002
```
Positions in Å, forces in eV/Å.

Values from the calculation:
Spin multiplicity ... 2
Kohn-Sham gap (alpha / beta) ... 10.89 / 7.90 eV
<S²> ... 0.763
Lowest unoccupied orbital energy (alpha / beta) ... -3.998 / -7.045 eV
Net charge ... +1

***

Entry from the OMol25 dataset: a 2-piece molecular cluster, C5H13NO overall at a distorted geometry (ωB97M-V/def2-TZVPD).

XYZ file:
```
20
Properties=species:S:1:pos:R:3:forces:R:3:mulliken_spin:R:1
C -1.8582 1.7139 0.7057 2.167 -0.191 1.457 0.026
C -1.8029 0.2495 0.6355 -1.278 -3.145 -2.127 -0.029
O -0.7218 -0.3620 0.7603 1.319 -0.496 0.441 0.550
N -2.8196 -0.5984 0.2870 -0.245 2.440 0.233 0.032
H -1.3151 2.1395 -0.1543 -0.697 0.012 0.176 -0.005
H -1.1173 1.8042 1.5610 -0.937 0.745 -0.706 -0.002
H -2.8134 -1.6133 0.2434 0.650 0.392 0.116 -0.002
H -3.5693 -0.1252 -0.2027 -0.333 -0.295 0.420 0.006
H -2.8067 2.1195 1.0049 -0.362 0.237 -0.348 0.005
C 2.0285 -0.0800 -0.2532 1.063 -0.608 -0.449 0.170
C 2.5078 -1.5333 -0.2189 0.408 0.288 0.294 0.008
C 2.2536 0.6145 -1.6074 0.111 -1.535 -0.558 0.030
H 0.9279 -0.0416 -0.0240 -0.858 0.236 0.341 0.104
H 2.4386 0.2895 0.6776 -0.036 1.247 0.044 0.014
H 2.8444 -1.8858 -1.1938 -0.554 -0.314 0.031 -0.001
H 1.7288 -2.1209 0.2704 -0.215 -0.479 -0.445 0.031
H 3.3147 0.4307 -1.8057 0.212 0.505 -0.014 0.031
H 1.8042 0.0040 -2.4225 -0.027 0.098 0.605 0.009
H 3.3635 -1.7204 0.4760 -0.433 0.609 -0.403 0.024
H 1.9671 1.6280 -1.8672 0.045 0.252 0.891 -0.002
```
Positions in Å, forces in eV/Å.

Values from the calculation:
Spin multiplicity ... 2
Kohn-Sham gap (alpha / beta) ... 11.56 / 5.46 eV
<S²> ... 0.757
Lowest unoccupied orbital energy (alpha / beta) ... -3.418 / -8.877 eV
Net charge ... +1

***

Entry from the OMol25 dataset: a 2-piece molecular cluster, C5H13NO overall at a distorted geometry (ωB97M-V/def2-TZVPD).

XYZ file:
```
20
Properties=species:S:1:pos:R:3:forces:R:3:mulliken_spin:R:1
C 1.0419 -0.3505 1.7637 -1.695 -1.897 1.607 0.010
N 1.8394 -0.2826 0.5163 -4.693 3.774 0.342 0.714
C 2.9371 0.6286 0.4166 2.323 -3.880 0.337 0.035
C 0.7716 -0.0145 -0.5079 -0.646 -0.953 -3.360 0.024
C -0.6750 -0.4923 -0.0218 1.569 -0.731 -1.486 0.001
C -0.3366 -1.0714 1.3306 0.790 -0.973 3.199 0.006
H 1.5821 -0.9756 2.5605 -0.616 1.320 -1.030 0.017
H 0.5732 0.6270 2.2109 2.036 -0.905 -1.107 0.061
H 2.7150 1.6205 0.3904 -1.730 2.944 -0.237 0.032
H 3.4894 0.5516 1.3839 0.561 -0.394 -1.283 0.006
H 3.3658 0.3907 -0.5909 0.717 0.224 1.227 0.016
H 0.7386 1.0858 -0.7380 0.545 -0.840 0.439 0.043
H 0.9805 -0.4946 -1.5925 0.083 0.893 2.587 0.032
H -1.3291 0.4056 0.0373 0.295 -0.850 -0.091 0.002
H -0.9980 -1.2556 -0.8229 -0.060 1.278 1.608 0.000
H -0.1289 -2.1439 1.5204 -0.125 0.193 -1.516 0.002
H -1.0887 -0.9939 2.1808 0.668 0.812 -1.231 -0.001
H -3.8876 0.7934 -2.1415 -2.010 1.886 -2.174 0.000
H -4.9317 0.4208 -3.1079 -1.561 -1.978 -1.215 0.000
O -4.5489 1.2184 -2.8490 3.551 0.078 3.384 0.000
```
Positions in Å, forces in eV/Å.

Values from the calculation:
Spin multiplicity ... 2
Kohn-Sham gap (alpha / beta) ... 10.82 / 5.76 eV
<S²> ... 0.755
Lowest unoccupied orbital energy (alpha / beta) ... -2.969 / -8.028 eV
Net charge ... +1

***

Entry from the OMol25 dataset: a 2-piece molecular cluster, C5H13NO overall at a distorted geometry (ωB97M-V/def2-TZVPD).

XYZ file:
```
20
Properties=species:S:1:pos:R:3:forces:R:3:mulliken_spin:R:1
C 0.0754 -0.9429 -1.7829 -0.282 -0.561 1.249 0.005
C -1.0262 -0.7177 -0.7123 0.627 1.526 -1.467 0.010
C -0.6084 -0.3744 0.6971 1.224 -2.243 -1.366 0.063
C -1.5370 0.0239 1.6038 -0.435 0.404 1.792 0.456
C 1.9163 -0.2467 0.6714 0.072 -0.437 -0.674 -0.002
N 0.6289 -0.7637 1.1785 -1.262 1.794 0.142 0.405
H 0.6903 -1.7617 -1.4103 0.267 -0.063 -0.460 0.000
H 0.6894 -0.0645 -1.9569 -0.013 0.098 -0.026 0.002
H -0.3981 -1.2408 -2.7118 0.026 -0.017 -0.058 0.000
H -1.6552 0.0705 -1.1402 -0.221 0.096 0.540 -0.002
H -1.6759 -1.5926 -0.6692 0.090 -0.154 0.342 0.019
H -1.3685 -0.1422 2.6665 0.068 0.128 -0.073 0.021
H -2.4189 0.5954 1.3750 -0.254 -0.172 -0.467 0.030
H 1.8030 0.7671 0.2895 -0.110 -0.054 -0.041 0.014
H 2.6263 -0.2095 1.4883 -0.010 -0.212 0.107 0.000
H 2.2816 -0.8899 -0.1222 0.197 0.038 -0.008 0.016
H 0.6307 -0.7506 2.1853 0.019 -0.180 0.453 -0.030
H 0.0653 2.0312 -0.6108 0.254 -0.364 -0.114 -0.007
H -0.4002 3.3631 -0.1111 -0.053 0.156 -0.406 0.001
O -0.3190 2.8458 -0.9278 -0.204 0.217 0.534 0.002
```
Positions in Å, forces in eV/Å.

Values from the calculation:
Spin multiplicity ... 2
Kohn-Sham gap (alpha / beta) ... 10.88 / 7.66 eV
<S²> ... 0.772
Lowest unoccupied orbital energy (alpha / beta) ... -4.218 / -7.469 eV
Net charge ... +1

***

Entry from the OMol25 dataset: a 3-piece molecular cluster, C5H13NO2 overall at a distorted geometry (ωB97M-V/def2-TZVPD).

XYZ file:
```
21
Properties=species:S:1:pos:R:3:forces:R:3:mulliken_spin:R:1
N 0.4414 2.4068 1.1904 0.872 -1.042 0.741 0.601
C 0.5623 1.0715 0.5222 0.019 4.320 1.368 0.569
C 0.7173 1.0379 -0.7948 -0.008 -3.416 0.208 0.269
C 0.6826 -0.2865 -1.4098 -0.015 2.909 -0.065 -0.115
C 0.3627 -0.6083 -2.6445 -0.961 0.514 -1.992 -0.267
C 0.3562 -2.0358 -3.0732 0.500 -0.854 1.433 0.106
H 1.2573 2.7094 1.7803 -0.618 -1.041 -0.231 -0.256
H 0.4154 3.1657 0.5440 -0.399 0.230 -0.953 -0.191
H 0.5265 0.3087 1.2597 0.061 -0.933 -0.030 0.048
H 0.8147 1.8573 -1.3998 -0.095 2.146 -1.135 -0.042
H 0.8310 -0.9683 -0.6532 0.380 -2.263 1.118 0.125
H -0.0289 0.1503 -3.4136 1.012 -0.911 1.292 -0.019
H 0.0827 -2.6616 -2.1766 0.473 0.390 -0.812 0.004
H -0.4351 -2.2005 -3.7667 -0.314 -0.358 -0.954 -0.032
H 1.3584 -2.3929 -3.4364 -0.901 0.214 -0.030 -0.037
H -1.4605 1.2429 1.8272 0.205 0.440 -0.569 0.203
H -2.5891 0.1740 1.8751 -1.047 -0.441 -1.140 -0.270
O -1.9005 0.5815 2.3643 0.590 0.141 1.774 0.065
H -1.0585 -0.5856 3.3849 0.670 -0.475 0.139 0.043
H -0.6280 -1.7902 4.3512 -0.025 0.515 -0.457 -0.140
O -0.3078 -1.1761 3.6695 -0.398 -0.084 0.295 0.338
```
Positions in Å, forces in eV/Å.

Values from the calculation:
Spin multiplicity ... 2
Kohn-Sham gap (alpha / beta) ... 2.68 / 8.22 eV
<S²> ... 0.752
Lowest unoccupied orbital energy (alpha / beta) ... 3.809 / 3.725 eV
Net charge ... -1

***

Entry from the OMol25 dataset: a 2-piece molecular cluster, C5H13NO2 overall at a distorted geometry (ωB97M-V/def2-TZVPD).

XYZ file:
```
21
Properties=species:S:1:pos:R:3:forces:R:3:mulliken_charge:R:1
C 0.1772 0.7520 -2.9335 2.822 -1.110 -0.632 -1.224
C 0.3137 0.5359 -1.4423 -0.134 -0.123 1.068 -0.254
N -0.9756 0.4392 -0.7364 -0.735 1.087 0.292 -0.498
C -2.4385 -1.0536 0.8254 1.649 1.871 0.233 -1.450
C -1.0001 -0.5058 0.4289 -1.167 0.693 -0.567 0.496
C -0.4092 0.1678 1.6246 2.014 0.273 1.486 -0.183
O 0.6349 -0.1279 2.2006 -1.015 -0.116 -0.992 -0.546
H 1.0830 0.2333 -3.4387 -1.546 0.420 0.684 0.273
H -0.7291 0.3826 -3.3638 -0.549 -0.241 -0.089 0.369
H 0.3788 1.7535 -3.2284 -0.437 1.131 -0.099 0.317
H 0.7992 -0.3889 -1.2173 0.711 -0.592 -0.234 0.291
H 0.9029 1.3175 -0.9230 0.174 -0.300 -0.682 0.342
H -1.1094 1.4448 -0.5147 -0.944 -1.184 0.554 0.296
H -2.7855 -1.6641 0.0020 -0.280 -0.358 0.325 0.376
H -3.0412 -0.1483 0.9249 -0.401 -0.211 -0.133 0.321
H -2.3712 -1.4782 1.8537 -0.194 -0.336 -1.031 0.372
H -0.4199 -1.3294 0.0602 0.608 -0.503 0.409 0.327
H -0.8853 1.0830 2.0564 -0.558 -0.340 -0.643 0.357
H 3.7897 -0.1361 0.7929 1.128 0.085 0.099 0.298
H 2.3852 -0.2096 0.9845 -3.249 0.158 2.841 0.282
O 2.9867 -0.2862 0.3179 2.105 -0.304 -2.889 -0.563
```
Positions in Å, forces in eV/Å.

Values from the calculation:
Kohn-Sham gap ... 9.95 eV
Structure (SMILES) ... CCN[C@H](C)C=O.O
Lowest unoccupied orbital energy ... 0.919 eV

***

Record-wise relative energy (zero: lowest compared OMol25 entry of this formula, charge and spin) values, in kJ/mol: 80.82 225.75 284.72 127.32 269.69 228.39